{"formula": "C24H44FNO14P", "method": "ωB97M-V/def2-TZVPD", "homo_lumo_gap_ev": 6.70, "charge": 1, "homo_energy_ev": -12.15, "e_tot_ha": -2489.71788, "species": ["C", "H", "O", "H", "H", "H", "O", "O", "H", "O", "H", "C", "C", "H", "O", "O", "C", "C", "H", "C", "H", "H", "H", "C", "O", "H", "H", "H", "H", "O", "C", "O", "H", "O", "H", "C", "H", "C", "C", "H", "C", "H", "H", "C", "H", "C", "H", "H", "H", "H", "F", "O", "H", "H", "H", "C", "H", "C", "P", "H", "H", "C", "O", "H", "C", "C", "H", "H", "H", "O", "H", "C", "C", "H", "H", "H", "C", "C", "H", "N", "H", "H", "C", "O", "H"], "positions_angstrom": [[0.7923, -0.0347, 2.9572], [-0.1620, 1.5699, 0.3446], [-0.9909, 2.7678, 4.0603], [3.7515, -7.0576, 1.5958], [-3.7927, 1.8357, 0.1714], [11.4065, -5.3890, -2.7226], [-9.0754, 6.7177, -0.1327], [3.0788, -2.2687, -2.4448], [-6.3682, 6.1036, -2.6301], [-6.7837, 6.5751, -0.0421], [-2.1529, 2.5778, 5.7856], [1.3169, -5.5847, 1.4848], [6.1455, -4.5351, -1.1864], [-9.7024, 8.6125, 1.4659], [9.4268, -5.3217, -2.1997], [8.5328, -3.3048, -1.5671], [8.4354, -4.5054, -1.7617], [-1.5263, 3.3149, 5.2721], [0.7847, -3.0596, 1.7211], [1.3894, 0.1929, -2.9876], [-2.6024, 3.5229, -2.0492], [2.9476, -8.4633, 2.2786], [4.6088, -3.2652, -2.0258], [0.6183, -3.6696, 2.6148], [2.2896, -5.0072, 1.0273], [-2.8227, 0.5729, -0.8508], [6.2281, -2.9562, -2.6764], [-7.5718, 4.6465, -0.1928], [1.7314, 0.0910, 3.5049], [7.3122, -5.2512, -1.6110], [-2.1374, 2.7959, -1.2269], [0.3629, -5.0298, 2.2742], [6.3744, -3.8986, -0.3250], [-7.7573, 8.3822, 0.7386], [-1.8465, 3.4361, -0.2915], [-0.4187, 1.5428, 4.1727], [5.3508, -4.3889, -3.1927], [0.2920, 0.9398, -3.9717], [-3.3157, 1.6595, -0.8845], [2.1811, -7.1325, -0.3960], [-7.0995, 5.4321, -2.1695], [0.3531, 0.8384, -5.1414], [-4.8377, 0.5519, -2.3428], [3.2041, -7.9693, 1.3364], [1.0278, -0.2926, 1.9209], [-8.9355, 9.1649, 0.9133], [-8.6701, 10.0550, 1.4905], [-5.8521, 4.8276, -0.5314], [-8.0879, 5.8625, -2.3593], [2.1526, -2.6938, -2.3666], [-5.5059, 2.6105, -1.7648], [2.1514, -1.7862, -5.0090], [10.9816, -4.0358, -1.6571], [1.4490, -8.5906, 0.2694], [-1.7530, 2.3792, -3.9518], [-4.4249, 1.6245, -2.1201], [-9.3167, 9.4851, -0.0613], [-6.8333, 5.2923, -0.6798], [2.8211, -0.9427, -3.5983], [-0.8383, 4.3321, 7.0527], [10.5033, -4.0157, -3.3930], [-7.9836, 7.1726, 0.1670], [1.0170, -6.8978, 1.3224], [0.2362, 3.0313, 6.5103], [10.6406, -4.6395, -2.5043], [-0.9113, 1.8448, -3.3001], [1.2301, -2.0990, -4.6962], [1.4787, -3.6106, 3.2887], [-2.1791, 4.1458, 4.9823], [0.0657, 1.1915, 2.9549], [1.9947, -0.0597, -0.6012], [5.5446, -3.7395, -2.3334], [-0.0009, 1.3702, -0.7975], [3.8727, -8.6175, 0.7636], [0.1995, -0.8482, 3.3879], [-7.0509, 4.4580, -2.6635], [1.9493, -7.6538, 0.5390], [1.2345, 0.4491, -1.3572], [5.4203, -5.2841, -0.8491], [-0.9636, 1.9769, -1.7941], [0.2114, 4.5521, 5.6297], [-3.8206, 1.9509, -3.0916], [-0.4190, 3.8399, 6.1710], [-0.3275, 0.8828, 5.1949], [-0.2589, -3.2796, 3.1386]], "forces_ev_per_angstrom": [[0.3169, -0.4784, 0.1038], [0.1306, -0.2786, -2.4214], [0.4490, -1.3078, -0.4877], [-0.0810, -0.1144, -0.1656], [0.7052, -0.1716, -2.2521], [-0.3824, -0.0492, 0.0792], [1.5495, 0.5647, 0.4997], [-4.3729, 2.3653, -1.8817], [0.0460, -0.1467, 0.0846], [-0.7063, 0.4631, 0.4284], [0.2511, -0.0384, -0.1542], [0.4084, -0.4856, -0.0063], [-0.4864, 0.3392, -0.0661], [0.1387, 0.0282, -0.2527], [-0.9545, 0.5300, 0.4774], [-0.1153, -1.5818, -0.1647], [-0.0766, 0.3352, -0.1634], [-0.1926, 0.4716, 0.8599], [0.1281, -0.1777, 0.1077], [-4.6240, 2.1256, 2.4390], [1.4500, -1.6006, 1.7239], [-0.0292, -0.0760, -0.2064], [0.6523, -0.4460, 0.0216], [0.0017, 0.3665, 0.2104], [-1.3117, -0.5012, 0.4296], [-0.9250, 2.4374, -0.0610], [-0.0456, -0.0686, 0.1638], [-0.0146, 0.2565, -0.0751], [-0.2190, -0.1311, 0.0132], [1.0359, 0.3328, 0.0628], [-1.8282, -0.4693, 0.1363], [0.5791, -0.3395, -0.6712], [0.1456, -0.0461, -0.2215], [0.0526, -1.1441, -0.4003], [-0.2068, -1.4739, -1.8853], [-0.1379, 0.2938, 1.2889], [-0.0864, -0.0396, 0.1506], [-0.6493, 0.6174, 3.9918], [-0.1278, -0.6013, -0.3911], [-0.0355, 0.1058, 0.2439], [-0.2498, 0.1893, -0.1332], [-0.1632, 0.2142, 2.6623], [0.2916, 2.3058, 0.8096], [0.1214, 0.2525, 0.2063], [-0.1393, 0.2509, 0.0767], [-0.5096, 0.4143, 0.1451], [0.2322, -0.2877, -0.1355], [-0.1292, 0.3515, 0.1684], [0.1226, -0.1512, 0.1270], [2.0770, 0.3993, 0.2132], [2.5514, -2.4297, -1.2225], [-1.6354, 1.1295, 3.8637], [-0.1898, -0.0237, -0.2117], [-0.1842, 0.3412, 0.2056], [2.1199, -1.2382, 1.8049], [0.9301, 0.5393, 0.7840], [-0.0596, -0.1644, 0.1755], [-0.0558, -0.4413, -0.4269], [0.7769, -2.0200, -1.0552], [0.0075, -0.0385, -0.1508], [0.0222, 0.0336, 0.2379], [-0.4669, -0.0026, -0.3101], [-0.0956, 1.4327, 0.1353], [-0.2229, 0.0712, 0.0018], [0.5836, 0.2154, -0.1203], [3.6693, -2.4350, 1.4657], [1.8629, 0.4014, -1.1300], [-0.0376, 0.0717, -0.2243], [0.1933, -0.2754, -0.2761], [-0.4121, 0.2364, 0.2841], [-1.8610, 1.2851, -1.7783], [0.2350, 0.0753, 0.0204], [1.7845, -1.4328, -4.2470], [-0.1259, 0.0388, 0.0502], [0.1520, 0.2470, 0.0530], [0.0339, 0.1011, 0.1035], [0.6147, -0.5170, -0.2513], [-2.9733, 1.7165, -2.2090], [0.3771, -0.0786, -0.0995], [2.1374, -0.6745, -1.2351], [-0.2070, 0.0379, 0.0559], [-1.8203, -0.2768, 1.9157], [0.3057, -0.2042, -0.0070], [-0.1404, 0.8536, -1.8263], [0.0453, -0.3798, -0.1041]], "lowdin_charge": [-0.047, 0.136, 0.015, 0.072, 0.131, 0.096, 0.111, -0.360, 0.082, 0.020, 0.128, -0.550, -0.209, 0.098, -0.006, 0.105, -0.550, -0.214, 0.083, -0.264, 0.148, 0.085, 0.030, -0.065, 0.096, 0.127, 0.080, 0.128, 0.113, 0.024, -0.136, 0.001, 0.126, -0.008, 0.146, -0.547, 0.089, 0.026, -0.131, 0.121, -0.070, 0.118, 0.135, -0.065, 0.071, -0.050, 0.096, 0.103, 0.078, 0.093, -0.125, -0.334, 0.098, 0.126, 0.146, -0.109, 0.101, -0.227, 0.961, 0.086, 0.099, -0.550, 0.028, 0.077, -0.052, 0.061, 0.076, 0.108, 0.125, -0.036, 0.117, -0.074, 0.071, 0.084, 0.089, 0.065, -0.215, 0.022, 0.120, -0.118, 0.084, 0.105, -0.064, 0.127, 0.092]}